No. 1
Molecular formula: C5H8N2
Method: DFT, ωB97M-V with the def2-TZVPD basis set

Last column: natural (NBO) charge in e.
Geometry (Å):
C: 1.28412 2.01724 -1.50177  -0.45
N: 0.79116 0.70119 -1.05077  -0.09
C: -0.08812 0.85976 0.16918  -0.26
C: -0.82495 -0.18579 0.36040  0.11
C: -0.84995 -2.02877 1.72998  -0.62
C: -1.07765 -1.46246 0.35033  -0.20
N: 0.88108 -0.30337 -1.71141  -0.25
H: 0.43753 2.57501 -1.91646  0.21
H: 2.01938 1.80676 -2.27277  0.23
H: 1.70629 2.56732 -0.65815  0.20
H: -0.13817 1.82240 0.65992  0.22
H: -1.85408 -2.13218 2.15441  0.22
H: -0.33871 -1.29262 2.36654  0.22
H: -0.31113 -2.97052 1.75636  0.22
H: -1.63678 -1.97399 -0.43580  0.24

Results
Total charge: 0

No. 2
Molecular formula: C26H40BF6IrN7O4S2
Method: DFT, ωB97M-V with the def2-TZVPD basis set

Last column: Mulliken charge in e.
Geometry (Å):
Ir: 0.80418 -0.18513 0.15328  1.87
C: -1.97550 -1.04757 4.57969  -1.54
C: -1.53239 -1.44419 3.21564  0.43
C: -1.77854 -2.58929 2.50891  -1.15
C: -1.28419 -2.40134 1.20659  -0.58
N: -0.58380 -1.24089 1.23269  0.29
N: -0.83540 -0.60794 2.41964  0.78
B: -1.15373 0.89456 2.20147  -0.47
N: -1.68727 1.06729 0.72140  1.09
N: -0.95996 0.67137 -0.38146  0.03
C: -1.63030 1.01182 -1.48905  -0.68
C: -2.81803 1.63795 -1.08636  -1.09
C: -2.81819 1.65243 0.29454  0.14
C: -3.84295 2.20901 1.22244  -1.50
C: -1.20680 0.82742 -2.93712  2.94
C: -2.35181 0.15127 -3.70798  -1.67
C: 0.06702 0.00942 -3.14335  -1.54
C: -1.00161 2.22661 -3.53980  -1.75
N: 0.15298 1.68649 2.29003  0.53
N: 0.93474 1.54250 1.20178  0.29
C: 1.78169 2.57115 1.14172  -0.32
C: 1.55429 3.38061 2.25937  -1.17
C: 0.49929 2.80644 2.94471  0.66
C: -0.20932 3.24965 4.17748  -1.41
C: 2.70195 2.83163 -0.01114  2.33
C: 2.23695 1.98083 -1.18738  -1.47
C: 2.55805 4.30203 -0.43853  -1.94
C: 4.15482 2.57520 0.40226  -1.68
C: -1.91807 -3.20877 0.05790  2.75
C: -3.44325 -3.02580 0.28108  -1.81
C: -1.61650 -4.70796 0.13552  -1.71
C: -1.67216 -2.67150 -1.34590  -1.35
H: -2.43408 -1.89644 5.08116  0.42
H: -2.70740 -0.23995 4.53226  0.26
H: -1.13255 -0.70393 5.17889  0.31
H: -2.35024 -3.43366 2.85158  0.63
H: -1.95771 1.29038 2.98439  -0.11
H: -3.58227 2.03890 -1.72974  0.63
H: -4.66118 2.63509 0.64703  0.46
H: -3.42147 2.99218 1.85286  0.25
H: -4.24710 1.43412 1.87435  0.27
H: -2.55845 -0.85290 -3.34348  0.21
H: -2.07500 0.07640 -4.76092  0.52
H: -3.27119 0.73391 -3.64664  0.37
H: -0.00514 -0.99240 -2.72481  0.01
H: 0.94889 0.49742 -2.73619  0.03
H: 0.23368 -0.09481 -4.21698  0.71
H: -1.91416 2.82018 -3.48106  0.36
H: -0.72677 2.13004 -4.59166  0.50
H: -0.20741 2.77761 -3.03395  0.23
H: 2.08173 4.28131 2.52314  0.55
H: 0.30130 4.10685 4.60933  0.39
H: -0.23651 2.45326 4.92045  0.30
H: -1.23764 3.53897 3.95636  0.26
H: 1.24206 2.29106 -1.50393  0.14
H: 2.22608 0.90033 -0.95689  -0.11
H: 2.91260 2.05900 -2.04105  0.85
H: 1.51920 4.54528 -0.66837  0.36
H: 3.16316 4.48537 -1.32767  0.46
H: 2.90538 4.97482 0.34461  0.44
H: 4.30455 1.56003 0.77490  0.23
H: 4.44424 3.26260 1.19751  0.42
H: 4.82106 2.74247 -0.44515  0.43
H: -3.78631 -3.47271 1.21125  0.43
H: -3.97359 -3.51431 -0.53709  0.46
H: -3.71542 -1.96752 0.28292  0.31
H: -1.94416 -5.12597 1.08888  0.36
H: -0.56033 -4.92976 0.01703  0.23
H: -2.16879 -5.21810 -0.65645  0.43
H: -1.89087 -1.60421 -1.37965  -0.02
H: -2.36496 -3.17296 -2.02360  0.80
H: -0.67296 -2.84872 -1.71152  -0.19
F: 3.55965 -0.77914 -2.12493  -0.16
C: 4.59009 -0.98398 -1.30036  0.73
F: 5.34805 -1.94326 -1.79297  -0.24
F: 5.28900 0.13183 -1.19558  -0.20
S: 3.95374 -1.50347 0.36153  1.04
O: 2.84542 -0.56655 0.66815  -1.07
O: 5.05201 -1.43272 1.24781  -0.59
N: 3.43540 -2.95034 0.13156  -0.68
S: 1.99274 -3.32293 -0.34911  1.09
O: 1.44407 -4.35248 0.45832  -0.71
O: 1.13111 -2.17104 -0.64971  -1.19
C: 2.20835 -4.07517 -2.01939  0.67
F: 2.50090 -3.14575 -2.91738  -0.19
F: 1.05442 -4.64544 -2.33600  -0.17
F: 3.16859 -4.97409 -1.97410  -0.22

Results
Total charge: +1

No. 3
Molecular formula: C27H61FI2N7O4P3S
Method: DFT, ωB97M-V with the def2-TZVPD basis set

Last column: Mulliken charge in e.
Geometry (Å):
C: -3.76696 3.50549 2.65767  -0.85
C: -2.98598 3.19985 1.28307  -0.55
C: -3.92270 3.00802 -0.00698  -0.08
C: -2.94455 2.56017 -1.20813  -1.27
P: -5.13565 4.39796 -0.40305  1.29
C: -5.45335 5.16243 -2.14012  -1.69
C: -4.75356 4.38839 -3.34670  -0.07
C: -4.97227 5.32990 -4.66745  -1.07
I: -4.92695 4.18582 -6.52062  0.00
C: -6.28680 5.17840 0.90311  -1.62
C: -6.79559 6.66843 0.47393  -0.29
C: -8.06347 6.95901 1.46457  -0.96
I: -8.09512 9.04013 2.10065  0.01
C: -3.73466 5.69391 -0.12157  -0.11
C: -3.50485 6.53840 1.14183  -0.51
C: -2.35809 7.58400 1.35533  -0.69
C: -1.41947 7.69962 0.09772  -0.48
C: -1.77421 6.74764 -1.05918  -0.31
N: -2.81368 5.81243 -1.20945  -0.13
S: -6.66185 2.82534 -0.73814  1.13
O: -7.97578 3.36004 -1.24370  -0.65
O: -6.19772 1.80631 -1.77365  -0.60
F: -7.06430 2.01851 0.72602  -0.35
H: -3.60146 4.54758 3.08267  0.15
H: -4.88218 3.26229 2.46525  0.18
H: -3.45026 2.75191 3.47531  0.36
H: -2.49737 2.16137 1.44817  0.49
H: -2.07829 3.89281 1.10259  0.29
H: -4.54859 2.06005 0.22339  0.73
H: -3.51472 2.22018 -2.15259  0.17
H: -2.42263 1.59677 -0.83200  0.34
H: -2.10327 3.29540 -1.43021  0.15
H: -5.15769 6.28002 -2.16983  0.60
H: -6.58316 5.19191 -2.39463  0.85
H: -5.23705 3.38578 -3.61920  0.44
H: -3.60654 4.30923 -3.25037  0.14
H: -5.96860 5.87027 -4.52841  0.43
H: -4.14424 6.13570 -4.67221  0.42
H: -7.26918 4.56439 0.93681  0.73
H: -5.88906 5.13383 1.96763  0.55
H: -6.03794 7.48239 0.70961  0.48
H: -7.19489 6.67836 -0.59433  0.12
H: -8.02005 6.25369 2.37863  0.39
H: -9.06775 6.73084 0.95872  0.45
H: -4.19587 6.43448 2.05104  0.42
H: -2.22720 8.19859 2.29983  0.37
H: -0.54398 8.44557 0.06968  0.32
H: -1.07218 6.84253 -1.97126  0.30
O: -0.73465 -0.37182 -1.37257  -0.74
P: 0.67635 -0.89958 -1.06356  0.80
N: 1.17857 -0.89836 -2.73424  0.07
C: 2.13497 -1.82125 -3.33962  -0.78
C: 1.42195 0.44140 -3.28124  -0.96
N: 0.03992 -2.48010 -0.67338  0.17
C: 0.40785 -3.71220 -1.35293  -1.28
C: -1.40394 -2.56389 -0.39383  -0.95
N: 2.30902 -1.45158 -0.62167  0.01
C: 2.37854 -2.15582 0.69168  -1.09
C: 3.22272 -0.29738 -0.40590  -1.04
H: 3.16200 -1.67499 -2.98623  0.29
H: 2.15722 -1.69287 -4.43078  0.38
H: 1.86111 -2.85905 -3.20448  0.16
H: 2.36262 0.87493 -2.91950  0.29
H: 0.62042 1.12968 -3.01171  0.21
H: 1.48295 0.42281 -4.37270  0.36
H: 0.00032 -3.74736 -2.36435  0.31
H: 0.03563 -4.58146 -0.80118  0.43
H: 1.49007 -3.85801 -1.38943  0.38
H: -1.99365 -2.51533 -1.31860  0.33
H: -1.72962 -1.75939 0.27047  0.27
H: -1.65953 -3.49546 0.11755  0.30
H: 1.96636 -1.54271 1.49520  0.35
H: 3.42056 -2.39264 0.93398  0.43
H: 1.87466 -3.12134 0.70660  0.32
H: 2.81898 0.39071 0.34514  0.39
H: 3.41014 0.26503 -1.31665  0.22
H: 4.20627 -0.63522 -0.06616  0.38
O: 5.83264 -4.41598 1.09318  -0.73
P: 6.41864 -5.83144 1.24191  0.83
N: 4.86860 -6.54813 1.59849  0.10
C: 4.63798 -7.69413 2.47418  -0.77
C: 3.99004 -6.67777 0.42982  -1.03
N: 7.17436 -5.37132 2.74944  0.13
C: 6.90198 -5.99232 4.03629  -1.33
C: 7.33263 -3.92852 2.99942  -0.99
N: 7.13117 -7.45375 1.40651  -0.10
C: 8.58665 -7.44816 1.73401  -1.04
C: 7.10657 -8.18322 0.10974  -1.10
H: 5.02770 -8.63484 2.06900  0.27
H: 3.56180 -7.84463 2.63718  0.39
H: 5.03493 -7.54901 3.46999  0.17
H: 4.29885 -7.49338 -0.23558  0.25
H: 3.98004 -5.76107 -0.16053  0.27
H: 2.95850 -6.88652 0.72607  0.36
H: 5.90768 -5.73258 4.40248  0.32
H: 7.63772 -5.67227 4.78100  0.43
H: 7.00666 -7.07924 4.00236  0.44
H: 6.38083 -3.46722 3.29429  0.32
H: 7.71332 -3.40946 2.11620  0.30
H: 8.05784 -3.73689 3.79434  0.33
H: 9.15776 -6.86740 1.00765  0.39
H: 8.97062 -8.47425 1.73907  0.38
H: 8.81532 -7.07007 2.72961  0.33
H: 7.60721 -7.60759 -0.67661  0.39
H: 6.09790 -8.40999 -0.22465  0.24
H: 7.60794 -9.15178 0.19585  0.43

Results
Total charge: 0
SMILES string: CC[C@H](C)P(CCCI)(CCCI)(c1ccccn1)S(=O)(=O)F.CN(C)P(=O)(N(C)C)N(C)C.CN(C)P(=O)(N(C)C)N(C)C

No. 4
Molecular formula: C4H15NO2
Method: DFT, ωB97M-V with the def2-TZVPD basis set

Last column: natural (NBO) charge in e.
Geometry (Å):
C: -1.67022 -1.46501 -1.04976  -0.61
C: -0.16383 -1.46758 -1.20165  -0.22
N: 0.45951 -0.31756 -0.54804  -0.45
C: 0.75571 -0.56235 0.84954  -0.41
C: 1.59667 0.25427 -1.24474  -0.41
H: -2.10691 -2.39940 -1.44117  0.21
H: -2.00645 -1.33644 -0.02174  0.20
H: -2.12944 -0.62683 -1.59626  0.21
H: 0.10043 -1.43712 -2.26081  0.19
H: 0.24995 -2.43557 -0.88395  0.17
H: 1.48713 -1.38104 1.00424  0.16
H: -0.17429 -0.81547 1.37268  0.18
H: 1.27990 0.30683 1.22348  0.20
H: 1.48985 0.07493 -2.31441  0.20
H: 1.63751 1.32885 -1.07855  0.20
H: 2.55139 -0.14338 -0.88414  0.17
H: -0.35264 -1.65119 3.31874  0.47
H: -1.58661 -2.50988 3.37451  0.47
O: -0.70808 -2.42752 3.77839  -0.93
H: -0.24279 5.76302 -0.68412  0.47
H: -0.56917 6.95245 0.24345  0.47
O: 0.10238 6.29599 0.04431  -0.94

Results
Total charge: 0
SMILES string: CCN(C)C.O.O

Number 1: LUMO level 0.819 eV. Number 2: LUMO level -4.000 eV. Number 3: LUMO level -1.224 eV. Number 4: LUMO level 0.763 eV.